1.
{"formula": "C10H27IrN3S2", "method": "the ωB97M-V functional and the def2-TZVPD basis", "e_lumo_ha": [-0.33875, -0.49310], "molar_mass_g_mol": 445.70, "total_charge": 3, "e_tot_ha": -1460.98122, "orbital_gap_ha": [0.2969, 0.2677], "homo_ha": [-0.636, -0.761], "s2": 6.014, "multiplicity": 5, "species": ["Ir", "S", "S", "C", "C", "C", "N", "C", "C", "H", "H", "H", "H", "H", "H", "H", "H", "C", "H", "H", "H", "H", "H", "H", "H", "C", "C", "H", "H", "H", "H", "N", "C", "C", "N", "H", "H", "H", "H", "H", "H", "H", "H"], "xyz": [[-0.345, 0.149, -0.094], [-0.619, -0.606, 2.089], [0.769, 1.539, -1.621], [0.458, 0.487, 3.142], [0.569, -2.004, 1.955], [1.834, -1.656, 1.194], [1.460, -1.041, -0.127], [2.619, -0.455, -0.880], [2.087, 0.321, -2.072], [-0.017, -2.806, 1.485], [0.778, -2.272, 2.994], [2.416, -2.578, 1.027], [2.474, -0.946, 1.734], [3.279, -1.266, -1.246], [3.212, 0.170, -0.194], [1.608, -0.320, -2.821], [2.859, 0.926, -2.557], [1.838, 2.666, -0.595], [1.150, -1.833, -0.709], [1.766, 2.466, 0.484], [1.505, 3.693, -0.804], [2.872, 2.554, -0.947], [-0.210, 0.978, 3.862], [1.008, 1.247, 2.569], [1.151, -0.157, 3.698], [-0.363, -2.587, -1.520], [-1.668, -2.317, -1.769], [-0.099, -3.296, -0.717], [0.380, -2.440, -2.323], [-2.466, -2.722, -1.133], [-1.981, -1.930, -2.747], [-1.349, 1.920, 0.660], [-2.837, 1.860, 0.589], [-3.212, 1.238, -0.724], [-2.265, 0.083, -0.939], [-1.049, 2.119, 1.615], [-0.994, 2.729, 0.137], [-3.180, 1.260, 1.441], [-3.229, 2.876, 0.684], [-4.247, 0.860, -0.729], [-3.078, 1.922, -1.575], [-2.720, -0.760, -0.574], [-2.166, -0.072, -1.943]], "mulliken_charge": [1.283, -0.011, -0.073, -0.936, -0.761, -0.530, -0.473, -0.540, -0.726, 0.332, 0.571, 0.380, 0.433, 0.387, 0.415, 0.355, 0.558, -0.827, 0.115, 0.196, 0.426, 0.433, 0.433, 0.256, 0.419, -0.656, -0.706, 0.416, 0.342, 0.504, 0.468, -0.627, -0.620, -0.555, -0.677, 0.296, 0.399, 0.309, 0.455, 0.407, 0.386, 0.374, 0.375]}

2.
{"formula": "C10H27NO11P3S2", "method": "the ωB97M-V functional and the def2-TZVPD basis", "e_lumo_ha": 0.05414, "molar_mass_g_mol": 494.38, "total_charge": -1, "e_tot_ha": -3100.17773, "orbital_gap_ha": 0.2874, "homo_ha": -0.233, "species": ["C", "C", "C", "C", "S", "O", "O", "N", "S", "O", "O", "P", "P", "O", "O", "O", "H", "H", "H", "H", "H", "H", "H", "H", "H", "H", "H", "H", "O", "P", "O", "C", "C", "O", "C", "C", "O", "C", "C", "H", "H", "H", "H", "H", "H", "H", "H", "H", "H", "H", "H", "H", "H", "H"], "xyz": [[-2.883, 1.785, -2.348], [-2.983, 0.946, -3.644], [-1.550, 0.408, -3.986], [-1.595, -0.927, -4.759], [-0.053, -1.861, -4.486], [0.934, -0.928, -3.985], [0.362, -2.308, -5.805], [-0.258, -3.229, -3.573], [-0.659, -2.948, -2.012], [-0.470, -4.191, -1.299], [0.098, -1.904, -1.358], [-2.742, -2.390, -1.956], [-3.785, -3.461, -0.373], [-3.784, -4.917, -0.485], [-3.292, -3.021, 1.103], [-5.355, -2.964, -0.458], [-3.745, 2.457, -2.231], [-2.760, 1.147, -1.464], [-1.998, 2.429, -2.460], [-3.365, 1.539, -4.490], [-3.667, 0.091, -3.515], [-1.033, 1.197, -4.550], [-1.017, 0.334, -3.028], [-1.634, -0.682, -5.828], [-2.488, -1.520, -4.544], [-3.307, -2.896, -3.155], [-2.430, -2.574, 1.076], [-5.478, -2.533, -1.320], [3.660, -0.041, 2.851], [2.564, 0.946, 3.104], [1.310, -0.013, 3.532], [1.302, -0.604, 4.828], [1.058, 0.416, 5.928], [2.132, 1.285, 1.560], [3.025, 1.008, 0.473], [2.761, -0.356, -0.135], [1.758, 2.322, 3.598], [2.535, 3.525, 3.748], [3.117, 4.024, 2.437], [2.244, -1.136, 4.994], [0.499, -1.340, 4.829], [1.894, 1.115, 6.010], [0.938, -0.082, 6.892], [0.164, 1.003, 5.718], [4.063, 1.105, 0.797], [2.861, 1.780, -0.282], [2.624, -1.128, 0.622], [3.583, -0.652, -0.789], [1.844, -0.336, -0.724], [3.329, 3.353, 4.480], [1.863, 4.279, 4.159], [3.900, 3.354, 2.072], [3.562, 5.012, 2.567], [2.350, 4.078, 1.666]], "mulliken_charge": [-1.212, -0.352, -0.304, -1.074, 1.227, -0.635, -0.765, -0.600, 1.012, -0.680, -0.493, -0.310, 1.008, -0.622, -0.515, -0.529, 0.393, 0.258, 0.297, 0.364, 0.279, 0.452, 0.169, 0.446, 0.342, 0.132, 0.363, 0.333, -0.771, 1.009, -0.207, -0.389, -0.930, -0.310, -0.429, -0.925, -0.312, -0.336, -0.994, 0.292, 0.333, 0.226, 0.402, 0.233, 0.383, 0.406, 0.269, 0.361, 0.150, 0.305, 0.340, 0.258, 0.426, 0.228]}

3.
{"formula": "C10H28Br2N7O14P", "method": "the ωB97M-V functional and the def2-TZVPD basis", "e_lumo_ha": -0.01521, "molar_mass_g_mol": 661.15, "total_charge": 0, "e_tot_ha": -7323.14173, "orbital_gap_ha": 0.3247, "homo_ha": -0.340, "species": ["C", "C", "Br", "C", "P", "Br", "H", "H", "H", "H", "H", "H", "H", "C", "N", "O", "O", "H", "H", "H", "C", "N", "O", "O", "H", "H", "H", "C", "N", "O", "O", "H", "H", "H", "C", "N", "O", "O", "H", "H", "H", "C", "N", "O", "O", "H", "H", "H", "C", "N", "O", "O", "H", "H", "H", "C", "N", "O", "O", "H", "H", "H"], "xyz": [[0.523, -1.614, 1.817], [2.068, -1.685, 1.849], [2.894, 0.026, 1.307], [2.600, -2.958, 1.053], [3.232, -4.262, 2.263], [3.981, -2.564, -0.305], [0.100, -1.522, 2.820], [0.142, -2.569, 1.427], [0.121, -0.828, 1.175], [2.357, -1.831, 2.889], [1.791, -3.446, 0.503], [2.377, -4.181, 3.408], [4.484, -3.717, 2.676], [-2.876, 1.288, 3.333], [-2.402, 0.160, 2.494], [-2.370, -0.946, 2.984], [-2.071, 0.425, 1.359], [-3.133, 0.905, 4.314], [-2.064, 2.010, 3.398], [-3.742, 1.717, 2.846], [2.179, 2.781, 3.656], [0.808, 2.834, 4.225], [0.691, 2.751, 5.425], [-0.108, 2.950, 3.442], [2.888, 2.672, 4.469], [2.215, 1.925, 2.987], [2.348, 3.709, 3.116], [-6.575, 4.198, 2.065], [-5.369, 3.380, 2.348], [-4.563, 3.244, 1.458], [-5.280, 2.905, 3.462], [-6.518, 4.553, 1.042], [-7.443, 3.560, 2.209], [-6.578, 5.028, 2.766], [-2.091, 1.464, -1.459], [-2.002, 1.810, -2.900], [-1.511, 2.873, -3.199], [-2.428, 0.997, -3.690], [-1.673, 2.280, -0.881], [-3.140, 1.319, -1.221], [-1.526, 0.550, -1.305], [3.015, -6.757, -1.228], [1.680, -6.574, -0.608], [1.610, -6.635, 0.597], [0.751, -6.370, -1.354], [3.741, -6.926, -0.440], [2.952, -7.615, -1.892], [3.245, -5.850, -1.781], [3.763, 0.644, -2.358], [4.045, 2.048, -1.968], [4.676, 2.233, -0.952], [3.621, 2.914, -2.693], [4.201, -0.014, -1.617], [2.684, 0.526, -2.393], [4.206, 0.480, -3.337], [-1.148, 1.304, -6.711], [-0.659, 0.186, -7.559], [-0.630, -0.920, -7.070], [-0.319, 0.459, -8.686], [-1.414, 0.914, -5.736], [-0.342, 2.029, -6.632], [-2.013, 1.734, -7.206]], "mulliken_charge": [-0.997, 0.110, -0.142, -0.349, -0.131, -0.140, 0.319, 0.282, 0.165, 0.351, 0.432, 0.074, 0.088, -0.285, 0.874, -0.563, -0.462, 0.286, 0.169, 0.057, -0.340, 0.905, -0.543, -0.562, 0.294, -0.125, 0.303, -0.763, 0.839, -0.489, -0.526, 0.323, 0.295, 0.292, -0.770, 0.977, -0.540, -0.570, 0.326, 0.291, 0.277, -0.702, 0.860, -0.486, -0.533, 0.301, 0.300, 0.260, -0.635, 0.961, -0.539, -0.563, 0.143, 0.266, 0.318, -0.534, 0.893, -0.532, -0.551, 0.194, 0.273, 0.272]}

4.
{"formula": "C10H28ClI2OP2V", "method": "the ωB97M-V functional and the def2-TZVPD basis", "e_lumo_ha": [-0.33821, -0.41067], "molar_mass_g_mol": 566.49, "total_charge": 2, "e_tot_ha": -3154.77981, "orbital_gap_ha": [0.2516, 0.1705], "homo_ha": [-0.590, -0.581], "s2": 2.110, "multiplicity": 3, "species": ["I", "I", "V", "P", "C", "C", "H", "H", "H", "H", "H", "H", "C", "H", "H", "H", "P", "C", "C", "H", "H", "H", "C", "H", "H", "H", "H", "H", "H", "Cl", "C", "C", "O", "C", "C", "H", "H", "H", "H", "H", "H", "H", "H", "H", "H"], "xyz": [[-2.320, -1.767, -0.499], [0.782, -4.125, -0.533], [0.274, -1.729, -0.318], [0.484, -0.815, -2.687], [-1.015, -0.996, -3.705], [1.130, 0.817, -3.152], [1.117, 0.894, -4.247], [1.873, -1.642, -4.443], [2.154, 0.926, -2.789], [2.654, -1.833, -2.832], [-1.806, -0.364, -3.277], [0.525, 1.614, -2.719], [1.719, -1.937, -3.398], [-0.758, -0.701, -4.734], [1.374, -2.970, -3.313], [-1.348, -2.043, -3.667], [0.350, -1.403, 2.175], [-1.286, -1.704, 2.898], [1.456, -2.689, 2.828], [2.010, 0.231, 2.833], [0.780, -0.042, 4.106], [0.400, 0.972, 2.658], [0.940, 0.094, 3.026], [2.454, -2.554, 2.384], [1.495, -2.572, 3.921], [-1.220, -1.545, 3.985], [-1.587, -2.728, 2.650], [1.072, -3.675, 2.542], [-2.002, -1.011, 2.432], [2.176, -0.419, -0.134], [-2.899, 1.856, 1.415], [-2.091, 1.693, 0.143], [-0.692, 1.713, 0.373], [-0.059, 2.933, 0.008], [1.377, 2.941, 0.512], [-2.383, 1.501, 2.319], [-3.838, 1.297, 1.324], [-3.143, 2.925, 1.538], [-2.300, 0.686, -0.299], [-2.352, 2.473, -0.584], [-0.086, 3.021, -1.100], [-0.591, 3.791, 0.463], [1.939, 2.152, 0.017], [1.819, 3.916, 0.282], [1.423, 2.821, 1.597]], "mulliken_charge": [0.098, -0.115, -0.281, 1.295, -1.263, -1.006, 0.454, 0.413, 0.348, 0.344, 0.369, 0.182, -1.201, 0.434, 0.346, 0.381, 1.369, -1.226, -1.167, 0.376, 0.504, 0.075, -0.949, 0.342, 0.411, 0.418, 0.373, 0.370, 0.253, -0.358, -1.314, 0.823, 0.207, -0.389, -1.026, 0.261, 0.433, 0.365, -0.975, 0.517, 0.321, 0.372, 0.123, 0.427, 0.266]}